Molecular formula: C46H61O3S2SeTi
Method: DFT, ωB97M-V/def2-TZVPD

Each line ends with the Mulliken charge.
Cartesian coordinates (Å):
1 H 0.64 -4.27 -3.42  0.037
2 H -1.36 3.57 4.94  0.330
3 H -1.95 -3.28 5.18  0.472
4 C 2.39 -3.84 -0.83  0.281
5 C 4.50 0.89 -1.12  -1.105
6 H -2.74 -3.24 2.92  0.505
7 H 0.01 2.68 7.55  0.436
8 H 4.47 -5.89 -2.57  0.357
9 S 2.85 -1.59 0.72  -0.500
10 O -0.64 -0.42 -1.41  0.787
11 H 5.62 -2.44 -5.46  0.348
12 H 1.23 2.77 2.85  0.601
13 C -1.06 -2.08 3.63  2.632
14 C 4.95 -0.99 -4.02  -0.430
15 H 2.08 -5.60 -1.99  0.439
16 C -0.69 1.70 -0.38  0.076
17 C -3.52 4.24 0.11  2.092
18 H -3.83 -1.40 -0.09  0.328
19 H -0.68 -2.21 5.79  0.434
20 H -3.95 -2.45 -1.52  0.535
21 C 0.62 0.93 1.98  -0.498
22 H 2.71 1.83 -3.95  0.359
23 H -0.81 3.63 0.51  0.453
24 H 0.97 -0.67 -5.80  0.337
25 H 0.83 -3.07 3.98  0.296
26 C -3.35 1.94 -0.94  -0.206
27 C 3.53 -2.64 -4.98  -0.831
28 O -0.12 -1.11 1.08  1.419
29 H -0.61 -1.44 -5.53  0.465
30 H -1.19 1.71 6.68  0.400
31 C 2.72 -1.29 -3.16  0.441
32 H -2.28 -1.55 5.38  0.415
33 H -4.22 3.36 1.97  0.310
34 C 2.85 1.72 -2.87  -1.315
35 H -2.97 0.16 -4.02  0.320
36 C 0.02 -0.33 2.13  0.140
37 H -3.36 5.20 -1.84  0.352
38 S 0.67 -3.63 -0.47  -0.595
39 H -5.47 0.13 -1.22  0.422
40 H 4.90 1.30 -3.15  0.548
41 H 5.40 -2.36 -0.32  0.401
42 H 2.96 2.71 -2.43  0.421
43 H 4.65 1.92 -0.80  0.451
44 H -1.85 -1.00 -3.29  -0.013
45 H 0.21 -0.62 -4.20  -0.014
46 H -0.65 -0.06 5.42  0.599
47 H -5.45 -0.91 -2.65  0.456
48 H -5.11 0.81 -2.82  0.420
49 H 3.35 -3.38 -5.74  0.397
50 H 2.49 1.89 5.92  0.367
51 C -0.12 1.93 6.76  -2.233
52 H -3.05 -1.49 2.96  0.326
53 O 1.79 -1.09 -2.22  1.830
54 C -2.89 -0.71 -3.36  -1.695
55 H -4.80 4.19 -1.66  0.298
56 C -0.02 -3.16 3.31  -1.477
57 H -4.73 5.76 -0.86  0.463
58 C 0.14 -3.39 -3.83  -0.857
59 C -0.44 -0.70 3.41  -0.674
60 H -2.21 4.89 1.73  0.339
61 H 5.88 -0.44 -4.02  0.416
62 C 5.09 -4.14 -1.47  -0.537
63 H -0.26 -2.82 -2.99  -0.391
64 H -5.22 4.70 1.38  0.458
65 H -0.20 4.49 5.91  0.469
66 C 3.34 -2.92 -0.33  0.377
67 C -0.29 0.22 4.45  -0.008
68 H -3.45 -1.53 -3.81  0.476
69 H -4.41 2.04 -1.14  0.388
70 Ti 0.87 -1.29 -0.59  -0.752
71 C -2.65 5.29 0.81  -2.138
72 C 4.68 -3.09 -0.68  -0.712
73 C 4.08 0.85 -2.59  0.454
74 C -3.39 -1.62 -1.07  -1.534
75 H -2.04 -2.18 1.68  -0.079
76 C -0.30 3.77 5.10  -1.629
77 H -0.71 -3.72 -4.43  0.577
78 H 0.39 1.02 7.07  0.415
79 C 0.30 1.47 4.30  -0.494
80 C 1.07 -2.55 -4.69  0.155
81 C -1.52 -2.28 5.08  -2.598
82 C -4.64 3.83 1.08  -1.569
83 H -3.26 6.15 1.07  0.458
84 H -2.36 -1.93 -0.92  -0.178
85 C 0.76 1.81 3.03  -0.589
86 C 0.37 -1.24 -5.08  -1.189
87 C 0.45 2.47 5.45  2.216
88 H 5.43 0.35 -0.98  0.244
89 H -0.47 -4.15 3.44  0.412
90 C -1.33 0.65 -1.05  0.172
91 C 2.82 -4.90 -1.62  -0.545
92 C -3.48 -0.38 -1.98  2.706
93 C -1.36 2.86 -0.02  -0.471
94 Se 1.11 1.41 0.20  0.079
95 C 1.93 2.79 5.67  -1.758
96 C 3.91 -0.53 -3.20  -0.019
97 H 0.10 4.22 4.19  0.333
98 H 6.14 -4.24 -1.74  0.368
99 C -4.14 4.89 -1.14  -1.673
100 C -2.30 -2.25 2.74  -1.372
101 H 1.24 -3.11 -5.61  0.468
102 H 2.05 3.51 6.48  0.455
103 C 4.80 -2.09 -4.85  -1.396
104 C 4.16 -5.06 -1.94  -0.733
105 C -2.71 0.77 -1.33  -0.563
106 H 2.39 3.22 4.77  0.324
107 C 2.47 -2.22 -4.20  0.568
108 H -1.84 5.64 0.16  0.377
109 H -5.32 3.11 0.62  0.315
110 C -2.71 3.01 -0.30  -0.357
111 H 0.34 -3.08 2.29  -0.031
112 H 3.76 0.42 -0.47  -0.298
113 H 1.94 1.26 -2.48  -0.208
114 C -4.96 -0.05 -2.17  -2.553

Summary:
Orbital gap: 7.09 eV
LUMO: 2.29 eV
Multiplicity: 1
HOMO energy: -4.8 eV
Energy above the lowest of the compared OMol25 structures with the same formula, charge and spin: 1.7 kcal per mole
Charge: -1



Molecular formula: C46H62Br4CsFN4O5SSe
Method: DFT, ωB97M-V/def2-TZVPD

Each line ends with the Mulliken charge.
Cartesian coordinates (Å):
1 H 3.04 2.07 -2.94  0.708
2 H 3.67 -4.04 -1.63  0.425
3 N -3.58 -1.78 -0.65  1.251
4 H -1.68 -5.08 -2.67  0.211
5 C 5.45 3.41 2.06  -1.223
6 C 1.88 4.44 1.16  0.419
7 C 5.80 -1.30 0.03  0.262
8 C -2.26 -7.28 -0.05  -1.203
9 C 4.40 -1.06 -0.09  -0.132
10 H 2.50 2.76 -1.41  -0.348
11 H -4.90 -1.50 -3.95  0.113
12 C 1.90 5.67 2.06  -1.448
13 H 1.70 0.44 3.11  0.183
14 H -4.20 1.70 -3.56  0.291
15 H -0.72 -4.72 0.20  0.541
16 Br -5.68 4.51 3.49  -0.269
17 S 0.24 4.07 0.50  0.642
18 H -7.21 -2.32 -2.12  0.403
19 O -0.75 4.42 1.56  -0.748
20 H 0.30 6.34 -0.19  0.407
21 C 3.88 0.16 3.23  0.619
22 O 0.99 -0.35 -3.44  -0.669
23 C -2.62 -6.36 -1.21  -0.129
24 C -2.65 -2.50 -1.32  -0.628
25 C 5.68 -3.49 -1.01  -0.631
26 H 0.19 -0.86 -3.26  0.175
27 C -2.84 -3.35 0.75  0.567
28 H -1.55 2.06 -5.06  0.271
29 H 2.83 5.67 2.63  0.416
30 H 2.40 -0.66 1.89  0.031
31 H 0.81 4.25 -2.40  0.137
32 H -2.52 3.36 -4.40  0.296
33 C -3.49 1.42 -4.33  -0.717
34 N 3.72 0.00 0.29  0.615
35 H -5.57 -2.92 -2.06  0.023
36 C -2.25 2.31 -4.27  -0.459
37 C -3.48 -3.64 3.01  -0.879
38 H -4.13 0.19 -0.44  -0.965
39 C 0.10 5.40 -0.72  -0.805
40 H -0.96 5.38 -0.96  0.412
41 H -1.95 -6.72 0.83  0.227
42 C 6.40 -2.46 -0.41  -0.944
43 H 1.06 5.64 2.74  0.332
44 C -4.43 -1.81 1.73  -0.129
45 C 4.40 1.23 2.28  0.140
46 H 2.77 1.03 -1.52  -0.499
47 O -0.74 -1.60 1.80  -0.088
48 H 5.19 0.17 -2.03  0.120
49 H 4.84 -1.62 2.37  0.105
50 H 5.46 1.41 -3.26  0.519
51 C -1.45 -5.51 -1.69  -0.572
52 H -1.43 -7.95 -0.32  0.358
53 H -3.87 -0.38 -2.11  -0.164
54 H 6.54 1.30 -1.86  0.345
55 H -3.21 0.38 -4.19  -0.021
56 C 4.60 2.18 -1.43  0.597
57 C 4.34 1.09 0.88  -0.123
58 H -3.97 1.53 -5.30  0.417
59 H -2.99 -6.97 -2.04  0.443
60 H -0.56 -6.14 -1.81  0.506
61 N -0.94 2.14 -2.02  0.000
62 C -4.32 -0.63 -1.15  0.711
63 H -6.20 -1.18 -0.29  0.357
64 H 1.85 6.60 1.49  0.300
65 H 2.17 3.55 1.71  -0.061
66 H 3.88 0.62 4.22  0.596
67 H 5.69 4.10 0.04  0.330
68 C -1.85 1.73 3.06  0.030
69 C -5.96 -1.62 -3.73  -1.057
70 H 6.15 -4.40 -1.35  0.330
71 H 7.48 -2.57 -0.28  0.366
72 H 4.96 2.47 3.92  0.358
73 C -6.17 -2.03 -2.27  -0.241
74 C -4.06 2.44 2.31  0.245
75 H 2.56 4.51 0.31  -0.028
76 C -1.97 2.69 4.07  -0.067
77 C 3.14 2.00 -1.85  -0.416
78 N -2.20 -3.47 -0.48  1.136
79 C -3.08 3.53 4.21  0.224
80 C 4.78 2.17 0.08  0.739
81 H -6.35 -2.37 -4.41  0.397
82 C -4.31 -2.52 2.91  -1.026
83 H -3.45 -5.71 -0.92  0.065
84 H 0.07 -1.64 2.32  0.072
85 C 4.94 2.38 2.84  -1.079
86 H 5.87 4.30 2.51  0.377
87 H 1.57 -0.59 -2.71  0.332
88 H -2.03 -4.90 2.03  0.345
89 O -2.87 0.75 1.15  -0.916
90 C 4.30 -3.29 -1.16  -0.651
91 H 2.03 5.33 -1.73  0.243
92 H 6.40 -0.51 0.49  0.495
93 C -1.08 -4.36 -0.76  -1.301
94 Br -3.12 4.82 5.60  -0.257
95 H 4.90 3.19 -1.74  0.551
96 C -5.81 -0.93 -1.28  -0.735
97 Se -2.08 -2.26 -3.07  -0.288
98 C 0.97 5.23 -1.96  -0.973
99 H -3.11 -7.91 0.25  0.356
100 H -0.29 -3.75 -1.20  0.229
101 H -5.01 -0.90 1.67  0.216
102 C 5.35 3.29 0.68  -0.707
103 H 4.52 -1.70 4.12  0.481
104 C 5.50 1.21 -2.18  -1.589
105 Cs -0.43 0.88 0.52  1.651
106 C -4.14 3.40 3.34  0.059
107 C 3.71 -2.14 -0.73  -0.139
108 H 2.22 -1.18 3.59  0.504
109 H -4.85 -2.18 3.79  0.404
110 C -3.70 -2.27 0.65  0.284
111 C -2.96 1.61 2.11  -0.608
112 H 5.86 -0.72 3.50  0.329
113 H -3.39 -4.16 3.95  0.354
114 H 0.71 5.99 -2.70  0.411
115 F 2.36 -1.99 -0.91  -0.022
116 Br -0.46 2.83 5.21  -0.235
117 C -1.53 2.20 -3.00  -0.065
118 H -6.30 0.01 -1.56  0.646
119 Br -5.50 2.20 1.07  -0.208
120 H -1.13 -0.74 2.08  0.158
121 C 2.46 -0.33 2.93  -1.128
122 H -6.47 -0.68 -3.94  0.278
123 O -0.82 0.97 2.91  -0.697
124 C 4.84 -1.04 3.31  -1.404
125 C -2.72 -4.07 1.93  -0.800

Summary:
Orbital gap: 4.91 eV
LUMO: 3.36 eV
Multiplicity: 1
HOMO energy: -1.6 eV
Energy above the lowest of the compared OMol25 structures with the same formula, charge and spin: 32.2 kcal per mole
Charge: -2



Molecular formula: C46H63BN2O17S
Method: DFT, ωB97M-V/def2-TZVPD

Each line ends with the Mulliken charge.
Cartesian coordinates (Å):
1 H -1.98 1.19 1.72  0.310
2 H -3.38 -1.15 -0.49  0.400
3 H 9.64 4.61 2.64  0.357
4 C -9.05 -5.07 0.80  -0.479
5 H 8.90 -6.19 -1.63  0.271
6 O 9.36 1.08 0.95  -0.577
7 O 7.78 3.69 2.55  -0.406
8 C -5.15 0.72 0.70  0.487
9 H 8.94 0.14 -1.73  0.287
10 O 1.51 1.21 0.95  -0.593
11 C 8.06 -3.75 -0.40  -0.350
12 H 3.18 4.84 -8.26  0.313
13 C 2.45 5.45 -7.73  -0.521
14 C -2.05 0.33 1.04  -1.186
15 B -3.87 1.53 0.21  0.586
16 H 3.87 4.43 -0.42  0.325
17 H 0.25 4.45 -2.58  0.341
18 H 9.60 3.35 4.66  0.313
19 H 9.49 -4.64 0.94  0.261
20 H -13.80 -4.25 1.48  0.262
21 C -4.16 -0.66 6.44  -0.535
22 O -11.80 -7.62 1.41  -0.572
23 C 3.45 2.23 2.02  -0.252
24 C 4.08 3.54 1.56  -0.224
25 C -8.74 -3.79 -1.21  -0.622
26 H -8.68 -3.72 -2.28  0.422
27 O 1.48 3.54 -6.57  -0.563
28 H -5.86 0.53 -1.32  0.429
29 C -6.05 0.29 -0.28  -0.792
30 H 1.64 5.74 -8.40  0.270
31 H 9.55 3.17 1.62  -0.235
32 S -8.32 -1.05 -1.12  -0.337
33 C -8.93 -3.94 1.59  -0.505
34 C -8.62 -2.66 -0.41  0.695
35 H -4.30 0.40 6.62  0.341
36 C -1.26 2.92 -2.68  0.665
37 H -3.41 3.21 -0.56  0.446
38 H 0.31 0.62 -3.29  0.216
39 H -2.75 -0.39 1.48  0.397
40 H -5.10 -1.18 6.63  0.283
41 H 3.50 4.38 1.94  0.240
42 C 0.18 3.37 -2.54  -0.059
43 O 9.00 -2.30 -2.12  -0.589
44 C -2.41 -2.11 6.73  0.494
45 C 8.77 -4.97 0.18  -0.501
46 H -9.01 -5.93 -1.16  0.428
47 H 8.12 1.50 4.83  0.414
48 C 0.85 2.69 -3.73  -0.054
49 O 10.60 2.23 -0.50  -0.383
50 N -2.63 0.84 -0.24  0.126
51 O 1.76 5.48 -5.48  -0.316
52 H -1.97 -2.32 4.63  0.292
53 C -0.01 1.45 -3.92  -0.600
54 H 10.06 -0.88 -0.81  0.029
55 H 0.76 3.33 -4.61  -0.142
56 H -15.46 -5.41 0.09  0.333
57 H -4.40 -1.03 4.29  -0.187
58 H 7.09 -4.01 -0.83  0.299
59 H -3.64 -0.08 -1.85  0.362
60 H 8.51 0.92 3.19  0.136
61 H 3.13 7.55 -7.64  0.330
62 H -14.60 -7.06 1.70  0.261
63 O -1.57 -2.75 7.29  -0.569
64 H 4.09 6.41 -6.71  0.268
65 C 9.89 0.10 -1.22  0.029
66 O -3.17 -1.17 7.34  -0.359
67 C 3.08 6.65 -7.03  -0.487
68 H 11.98 0.13 -1.75  0.306
69 C 8.37 1.79 3.82  -0.416
70 C 1.85 4.68 -6.57  0.587
71 H -8.98 -3.98 2.67  0.436
72 H -4.73 0.75 2.81  0.663
73 C 2.43 1.97 0.92  0.347
74 H -2.03 -0.73 -1.56  0.206
75 H 1.30 7.42 -6.01  0.273
76 H -14.22 -5.86 -1.07  0.269
77 N -8.61 -1.51 1.76  -0.439
78 C 2.18 6.81 -5.81  -0.475
79 H -0.05 1.12 -4.95  0.383
80 C -7.16 -0.44 0.09  0.574
81 O 9.83 -4.36 -1.83  -0.354
82 H -2.94 -0.16 4.74  0.156
83 H 1.90 2.47 -3.58  0.533
84 C -8.94 -5.02 -0.58  -0.602
85 H 10.53 2.23 3.66  0.308
86 O -2.22 3.38 -2.13  -0.749
87 O 2.73 2.71 -0.18  -0.281
88 H 0.57 3.00 -1.59  -0.192
89 H 8.11 -5.70 0.65  0.325
90 H 7.95 -2.95 0.31  0.234
91 C 9.51 -5.52 -1.03  -0.450
92 C -13.43 -4.72 0.57  -0.448
93 O 6.08 2.44 3.29  -0.600
94 C -2.84 -2.24 5.27  -0.513
95 C -2.92 -0.34 -1.07  -1.114
96 H 4.78 2.90 -0.41  0.253
97 C 11.05 0.56 -2.10  -0.643
98 H 10.36 2.60 -2.52  0.245
99 C -12.59 -6.79 1.05  0.499
100 H -3.46 -3.13 5.17  0.307
101 C -8.71 -2.72 0.98  0.041
102 H -14.22 -7.89 0.16  0.286
103 C -5.41 0.41 2.04  -0.697
104 H 10.44 -6.03 -0.76  0.322
105 C 8.99 -3.35 -1.53  0.548
106 C 9.90 1.14 -0.12  0.385
107 C -7.43 -0.77 1.42  -0.346
108 H 2.71 7.24 -4.95  0.311
109 H 12.04 2.51 -1.97  0.345
110 H -9.39 -0.93 1.47  0.380
111 H -13.16 -3.94 -0.14  0.309
112 O -12.26 -5.48 0.89  -0.243
113 C -6.54 -0.32 2.38  -0.624
114 H 2.95 2.33 2.98  0.364
115 H 5.10 3.66 1.89  0.086
116 C 3.95 3.45 0.05  -0.450
117 H -1.07 -0.10 0.89  0.348
118 C 9.57 2.74 3.76  -0.555
119 C 11.05 2.07 -1.86  -0.441
120 H -6.75 -0.57 3.41  0.448
121 H -9.23 -6.03 1.27  0.361
122 O -1.34 1.85 -3.50  -0.396
123 H 10.93 0.30 -3.15  0.332
124 C -14.42 -5.72 -0.01  -0.512
125 O -3.90 2.88 0.22  -0.670
126 C -14.06 -6.99 0.75  -0.431
127 C 7.26 2.64 3.23  0.567
128 C -3.62 -0.95 5.05  0.234
129 C 9.23 3.61 2.56  0.152
130 H 4.16 1.41 2.05  0.197

Summary:
Orbital gap: 8.20 eV
LUMO: 0.35 eV
SMILES: CN(C)B(O)c1ccc2c(c1)Sc1ccccc1N2.O=C1CCCO1.O=C1CCCO1.O=C1CCCO1.O=C1CCCO1.O=C1CCCO1.O=C1CCCO1.O=C1CCCO1.O=C1CCCO1
Multiplicity: 1
HOMO energy: -7.8 eV
Energy above the lowest of the compared OMol25 structures with the same formula, charge and spin: 0.0 kcal per mole



Question: Among the records above, which one has the highest energy above the lowest of the compared OMol25 structures with the same formula, charge and spin?
Answer: C46H62Br4CsFN4O5SSe



Question: Which value of energy above the lowest of the compared OMol25 structures with the same formula, charge and spin does entry 1 give?
Answer: 1.7 kcal per mole